{"formula": "C6H16F18N3O5P3", "method": "ωB97M-V/def2-TZVPD", "homo_energy_ev": -3.700, "molar_mass_g_mol": 645.10, "charge": -2, "fmax_ev_per_a": 2.25, "lumo_energy_ev": 1.576, "species": ["C", "C", "O", "N", "H", "H", "C", "H", "H", "H", "H", "H", "H", "C", "C", "O", "N", "H", "H", "C", "H", "H", "H", "H", "H", "H", "P", "F", "F", "F", "F", "F", "F", "P", "F", "F", "F", "F", "F", "F", "P", "F", "F", "F", "F", "F", "F", "N", "O", "O", "O"], "positions_angstrom": [[-29.997, 15.510, 0.987], [-28.503, 15.599, 1.051], [-27.753, 14.817, 1.516], [-27.869, 16.856, 0.436], [-27.207, 16.501, -0.260], [-28.576, 17.347, -0.114], [-27.182, 17.637, 1.533], [-30.428, 15.876, 0.061], [-30.381, 15.903, 1.930], [-30.145, 14.428, 1.024], [-27.937, 17.759, 2.303], [-26.943, 18.624, 1.127], [-26.195, 17.212, 1.667], [-24.735, 21.469, 3.189], [-25.151, 21.274, 1.781], [-24.993, 20.241, 1.196], [-25.633, 22.437, 1.012], [-25.981, 23.218, 1.588], [-24.870, 22.811, 0.399], [-26.717, 22.098, 0.044], [-25.091, 20.622, 3.775], [-25.036, 22.387, 3.689], [-23.643, 21.459, 3.246], [-26.280, 21.322, -0.586], [-27.026, 22.920, -0.584], [-27.550, 21.665, 0.590], [-23.234, 24.199, 5.983], [-21.998, 25.263, 6.045], [-22.378, 23.157, 6.876], [-23.889, 24.900, 7.277], [-24.470, 23.143, 5.923], [-24.082, 25.186, 5.029], [-22.546, 23.540, 4.655], [-27.760, 25.663, 0.756], [-28.764, 24.561, 0.097], [-26.516, 25.010, -0.071], [-27.966, 26.681, -0.502], [-26.760, 26.729, 1.421], [-29.053, 26.325, 1.458], [-27.495, 24.644, 1.984], [-29.014, 20.262, 3.746], [-28.311, 21.505, 4.470], [-27.579, 19.513, 3.609], [-29.183, 19.484, 5.168], [-29.821, 19.038, 2.977], [-30.456, 20.951, 3.984], [-28.794, 20.991, 2.325], [-22.904, 23.496, -0.516], [-22.152, 24.301, -1.068], [-23.834, 22.931, -1.167], [-22.763, 23.195, 0.690]], "forces_ev_per_a": [[0.810, -1.163, 0.297], [-0.056, 0.328, -0.362], [0.135, -0.110, 0.047], [-0.297, -1.103, -0.575], [0.243, 0.168, 0.208], [0.060, 0.565, 0.509], [0.006, 1.390, -1.275], [-0.145, 0.500, 0.230], [-0.310, 0.470, -0.315], [-0.319, 0.085, 0.018], [0.599, -0.108, 0.565], [-0.329, 0.079, 0.080], [-0.337, -0.545, 0.827], [-0.030, 0.339, 0.634], [1.140, -0.007, 0.243], [-0.615, -0.258, -0.336], [-1.201, 1.078, -0.456], [0.249, -0.112, 0.187], [0.659, -0.167, -0.005], [0.090, -1.485, -0.322], [-0.082, -0.007, -0.062], [-0.192, 0.062, -0.242], [-0.011, 0.043, -0.263], [-0.084, 0.063, -0.080], [0.230, 0.394, 0.405], [-0.109, 0.259, 0.064], [0.280, 0.332, -1.036], [-0.180, -0.031, 0.108], [-0.155, 0.018, 0.502], [0.099, -0.212, 0.416], [0.229, -0.230, 0.053], [0.138, 0.161, -0.001], [-0.342, -0.164, 0.084], [-0.162, 0.944, -0.813], [0.166, -0.096, -0.329], [0.147, -0.331, 0.217], [-0.275, -0.237, -0.104], [-0.180, -0.072, 0.234], [0.298, -0.044, 0.532], [0.040, -0.187, 0.150], [-0.751, 1.188, 1.759], [0.175, -0.253, 0.009], [0.095, -0.374, -0.697], [-0.134, -0.158, -0.302], [0.739, -0.501, -0.249], [0.080, 0.023, -0.441], [-0.144, -0.412, -0.283], [0.502, -0.058, 0.123], [-0.166, -0.220, -0.023], [-0.392, 0.085, 0.198], [-0.211, 0.070, -0.129]]}

***

{"formula": "C6H16FeLiO14P2S2", "method": "ωB97M-V/def2-TZVPD", "relative_energy_kcal_mol": 0.0, "homo_energy_ev": [-1.324, -1.357], "molar_mass_g_mol": 501.05, "charge": -2, "fmax_ev_per_a": 6.51, "lumo_energy_ev": [3.942, 3.942], "spin_multiplicity": 6, "species": ["Li", "Fe", "P", "O", "O", "O", "O", "P", "O", "O", "O", "O", "O", "S", "O", "O", "C", "C", "C", "H", "H", "H", "H", "H", "H", "H", "H", "O", "S", "O", "O", "C", "C", "C", "H", "H", "H", "H", "H", "H", "H", "H"], "positions_angstrom": [[20.779, -3.458, 22.987], [21.673, -4.312, 20.248], [23.695, -4.298, 21.420], [23.103, -5.548, 20.632], [22.378, -3.660, 21.977], [23.390, -3.395, 20.193], [25.154, -3.986, 21.766], [19.229, -3.566, 20.964], [20.219, -3.149, 19.754], [19.365, -2.574, 22.157], [20.151, -4.781, 21.283], [17.773, -3.822, 20.723], [21.009, -6.439, 26.262], [21.358, -5.688, 25.071], [20.596, -4.559, 24.620], [22.855, -5.108, 25.338], [23.756, -5.850, 26.133], [25.179, -5.482, 25.714], [21.710, -6.720, 23.632], [23.615, -6.917, 25.939], [23.656, -5.697, 27.209], [25.971, -5.745, 26.418], [25.184, -4.399, 25.589], [25.489, -5.980, 24.796], [21.815, -5.985, 22.832], [20.868, -7.412, 23.607], [22.588, -7.339, 23.808], [21.004, -1.524, 24.229], [22.092, -1.210, 25.107], [22.310, 0.139, 25.555], [21.953, -2.207, 26.389], [22.778, -1.962, 27.505], [22.212, -2.655, 28.727], [23.667, -1.880, 24.425], [22.775, -0.880, 27.683], [23.828, -2.237, 27.349], [21.126, -2.631, 28.763], [22.683, -2.295, 29.644], [22.511, -3.709, 28.707], [23.927, -2.849, 24.829], [24.413, -1.113, 24.636], [23.598, -1.930, 23.336]], "forces_ev_per_a": [[-0.308, 0.448, -0.436], [-1.337, 1.920, -1.374], [1.847, 3.169, -4.243], [1.256, -3.319, 2.402], [-0.305, -1.073, 6.411], [1.403, 2.315, -4.458], [-2.029, -2.028, 1.760], [-0.904, 2.487, 0.963], [-0.554, 0.755, -1.036], [0.616, -0.751, -0.871], [-0.257, -3.232, 2.010], [0.408, -0.607, -1.131], [-0.172, 0.455, -0.977], [1.331, -0.244, -0.089], [0.199, -0.741, 0.836], [-0.681, 0.628, -0.004], [1.234, -1.283, 0.002], [-0.049, 0.242, -0.247], [-0.539, 0.107, 1.366], [-0.170, -0.030, 0.200], [-0.558, 0.285, -0.068], [-0.412, -0.034, 0.480], [0.370, -0.046, -0.237], [-0.341, 0.364, -0.296], [-0.183, -0.427, -0.393], [-0.225, 0.311, -0.634], [0.238, 0.341, 0.078], [0.602, 0.184, 0.991], [1.073, -1.592, -1.150], [-0.122, -0.190, 0.252], [-0.485, 0.182, -0.561], [0.058, 1.343, 0.852], [0.617, -1.162, -0.155], [-0.443, 1.337, -0.220], [0.069, -0.061, -0.015], [-0.134, -0.261, -0.290], [0.020, 0.301, 0.081], [-0.245, 0.420, -0.034], [-0.295, -0.077, -0.150], [-0.302, -0.012, 0.056], [0.088, -0.176, 0.280], [-0.381, -0.247, 0.047]]}

***

{"formula": "C6H16FeO14S3", "method": "ωB97M-V/def2-TZVPD", "homo_energy_ev": [1.220, 1.240], "molar_mass_g_mol": 464.23, "charge": -3, "fmax_ev_per_a": 5.56, "lumo_energy_ev": [6.800, 6.794], "spin_multiplicity": 6, "species": ["Fe", "S", "O", "O", "O", "O", "S", "O", "O", "O", "O", "S", "O", "O", "O", "O", "C", "C", "C", "O", "H", "H", "H", "H", "H", "H", "H", "H", "C", "C", "C", "O", "H", "H", "H", "H", "H", "H", "H", "H"], "positions_angstrom": [[0.156, 0.026, 0.672], [0.560, -3.157, 1.612], [0.989, -2.902, 2.969], [0.302, -1.808, 1.009], [1.537, -3.922, 0.820], [-0.695, -3.912, 1.635], [0.890, 1.231, 2.931], [0.768, 2.686, 2.992], [1.314, 0.697, 4.211], [-0.364, 0.607, 2.428], [1.610, 0.767, 1.713], [-0.294, 3.135, -0.626], [-0.185, 1.761, -0.109], [-0.666, 4.066, 0.479], [0.997, 3.528, -1.190], [-1.478, 3.190, -1.518], [3.696, -0.591, -1.524], [2.414, 0.156, -1.407], [2.176, 0.848, -2.728], [1.201, -0.540, -1.036], [4.033, -1.002, -0.571], [4.468, 0.047, -1.952], [3.602, -1.491, -2.140], [2.585, 0.960, -0.691], [2.744, 1.778, -2.787], [1.156, 1.225, -2.827], [2.398, 0.267, -3.628], [1.203, -1.328, -1.588], [-3.312, 0.744, 0.709], [-2.724, -0.692, 0.611], [-3.557, -1.703, -0.099], [-1.561, -0.469, -0.219], [-4.356, 0.827, 1.034], [-3.273, 1.239, -0.260], [-2.824, 1.315, 1.499], [-2.358, -1.005, 1.589], [-4.105, -1.341, -0.973], [-4.256, -2.188, 0.583], [-2.929, -2.504, -0.495], [-1.861, -0.548, -1.128]], "forces_ev_per_a": [[0.685, 0.945, 0.990], [-0.043, -2.146, 1.646], [0.866, 0.071, 0.792], [-0.202, 0.290, -1.116], [0.487, 0.708, -0.640], [-1.249, -0.020, -0.606], [-0.342, 2.550, 1.439], [0.381, -0.957, -0.106], [0.326, -0.529, -0.526], [-4.395, -0.901, 1.294], [4.464, -0.113, -1.096], [-2.309, 4.723, 1.796], [0.426, -2.399, 0.188], [0.803, -0.836, -0.303], [0.356, -0.459, -1.110], [0.607, -0.950, -1.538], [0.349, -1.945, 0.824], [-0.413, 2.017, -0.756], [-0.638, 1.183, -0.810], [2.113, -0.062, -1.169], [0.057, 0.295, 0.166], [-0.077, 0.092, 0.047], [-0.095, 0.097, -0.400], [-0.597, -0.188, 0.366], [0.275, -0.101, 0.061], [-0.112, -0.163, 0.288], [0.128, -0.411, 0.108], [-0.457, -0.472, 0.584], [-0.957, -0.349, 0.758], [-0.030, 2.156, -0.375], [-0.497, -1.244, -0.054], [-1.138, -1.090, -0.378], [-0.302, -0.690, -0.085], [0.409, 0.161, 0.100], [0.703, 0.099, -0.517], [0.041, -0.367, -0.169], [-0.113, 0.537, 0.161], [-0.161, 0.101, -0.041], [0.229, -0.085, 0.350], [0.419, 0.454, -0.163]]}

***

{"formula": "C6H16HfN8O10", "method": "ωB97M-V/def2-TZVPD", "homo_energy_ev": -7.104, "molar_mass_g_mol": 538.73, "charge": 0, "fmax_ev_per_a": 11.65, "lumo_energy_ev": 0.326, "species": ["Hf", "C", "O", "O", "O", "C", "O", "O", "O", "C", "O", "N", "N", "H", "H", "H", "H", "C", "O", "N", "N", "H", "H", "H", "H", "C", "O", "N", "N", "H", "H", "H", "H", "C", "O", "N", "N", "H", "H", "H", "H"], "positions_angstrom": [[0.608, -0.431, 0.111], [0.252, -0.939, -2.496], [-0.164, -1.967, -1.821], [1.472, -0.608, -2.087], [-0.500, 0.113, -2.119], [0.871, -0.566, 2.698], [0.304, -1.651, 2.247], [2.047, -0.567, 2.036], [0.275, 0.554, 2.323], [-1.049, 2.752, 0.082], [-0.619, 1.618, 0.108], [-1.789, 3.277, 1.104], [-0.894, 3.598, -0.968], [-1.948, 2.741, 1.938], [-2.186, 4.186, 0.957], [-1.131, 4.567, -0.874], [-0.326, 3.245, -1.722], [2.426, 2.146, -1.205], [2.149, 1.498, -0.198], [3.565, 2.867, -1.336], [1.606, 2.147, -2.297], [4.111, 2.863, -0.489], [3.713, 3.566, -2.037], [0.942, 1.377, -2.427], [1.894, 2.700, -3.084], [1.341, -3.892, 0.011], [1.483, -2.681, -0.015], [0.197, -4.494, -0.398], [2.300, -4.720, 0.491], [0.100, -5.453, -0.113], [-0.636, -4.008, -0.682], [2.092, -5.688, 0.639], [3.083, -4.249, 0.908], [-2.765, -0.545, 1.071], [-1.750, -0.703, 0.409], [-3.181, -1.470, 1.969], [-3.652, 0.447, 0.793], [-2.549, -2.179, 2.299], [-3.966, -1.221, 2.546], [-4.352, 0.617, 1.492], [-3.374, 1.154, 0.137]], "forces_ev_per_a": [[-0.390, -0.367, 0.660], [-0.934, 1.990, 11.444], [-0.810, -2.467, -2.940], [3.189, -0.477, -1.533], [-1.269, 1.519, -3.058], [0.535, 0.359, -11.378], [-2.883, -1.654, 2.808], [2.872, 0.604, 1.134], [-1.696, 0.724, 2.632], [-0.406, 0.751, 0.372], [0.599, -0.766, -0.121], [0.092, -0.022, -0.452], [0.082, -0.453, -0.019], [0.146, 0.009, 0.053], [-0.173, -0.059, 0.477], [0.157, 0.017, -0.233], [0.099, 0.208, -0.068], [-1.224, -0.309, -2.308], [-0.114, -1.226, 0.899], [0.227, -0.306, 1.302], [0.250, 0.976, 0.419], [0.226, 0.349, -0.162], [-0.052, -0.035, -0.036], [-0.122, -0.153, 0.152], [0.015, -0.299, -0.201], [-1.404, 0.266, 0.136], [0.708, 1.690, 0.347], [0.212, -1.074, 0.323], [0.064, 0.363, -0.353], [-0.309, 0.021, -0.218], [0.341, 0.549, -0.140], [0.345, -0.023, 0.136], [0.077, -0.273, 0.189], [-0.055, -0.861, -0.510], [1.649, -0.210, -0.497], [-0.403, 0.407, 0.307], [0.100, -0.206, 0.555], [0.357, 0.241, -0.043], [0.044, -0.312, 0.148], [-0.168, 0.420, -0.302], [0.021, 0.085, 0.079]]}

***

{"formula": "C6H16IN2S", "method": "ωB97M-V/def2-TZVPD", "relative_energy_kcal_mol": 90.0, "homo_energy_ev": [-10.903, -10.902], "molar_mass_g_mol": 275.18, "charge": 1, "fmax_ev_per_a": 3.78, "lumo_energy_ev": [-5.558, -5.558], "species": ["C", "C", "C", "C", "C", "C", "N", "N", "S", "I", "H", "H", "H", "H", "H", "H", "H", "H", "H", "H", "H", "H", "H", "H", "H", "H"], "positions_angstrom": [[-0.762, 0.476, -2.394], [-2.347, 0.620, -0.617], [1.696, -1.986, 0.910], [-0.768, -1.888, 1.391], [1.793, 2.407, -0.298], [0.592, 0.218, 1.009], [-1.298, -0.100, -1.288], [0.615, -1.223, 1.559], [2.227, 0.832, 0.481], [-0.500, 1.704, 2.105], [-1.165, 0.065, -3.306], [-1.125, 1.485, -2.395], [0.342, 0.474, -2.601], [-2.783, -0.171, -0.005], [-2.058, 1.474, -0.050], [-2.980, 1.158, -1.484], [2.589, -1.405, 0.739], [1.852, -2.939, 1.385], [1.318, -2.218, -0.058], [-1.578, -1.401, 1.942], [-0.881, -1.840, 0.208], [-0.681, -2.871, 1.847], [1.133, 2.227, -1.049], [2.638, 2.645, -0.895], [1.434, 3.286, 0.256], [0.696, -1.029, 2.608]], "forces_ev_per_a": [[1.192, 2.406, -1.562], [-0.460, -1.031, -3.320], [-0.330, -0.582, -0.130], [0.841, 0.112, -2.424], [0.754, 0.340, 1.334], [-0.074, 0.774, -1.431], [0.425, -1.635, 3.377], [-1.352, 2.728, 2.152], [-1.267, 0.091, 0.399], [0.260, -1.095, -0.051], [-0.405, -0.793, -0.498], [0.370, 1.265, -0.667], [-0.729, -0.462, 0.783], [-0.921, 0.791, 0.057], [0.712, 0.872, 0.877], [0.629, -1.462, 1.900], [0.212, -0.100, 0.596], [0.206, -0.108, 0.590], [-0.337, -0.099, -0.934], [0.515, 0.566, -0.310], [-0.311, -0.364, 2.627], [0.138, -0.287, -0.445], [-2.467, -0.784, -1.851], [1.335, 0.448, 0.001], [0.476, -0.673, 0.445], [0.587, -0.920, -1.516]]}

***

{"formula": "C6H16IrN3O", "method": "ωB97M-V/def2-TZVPD", "relative_energy_kcal_mol": 0.0, "homo_energy_ev": [-20.056, -20.010], "molar_mass_g_mol": 338.43, "charge": 3, "fmax_ev_per_a": 0.57, "lumo_energy_ev": [-11.279, -11.440], "spin_multiplicity": 2, "species": ["Ir", "N", "C", "C", "N", "C", "C", "N", "H", "H", "H", "H", "H", "H", "H", "H", "H", "H", "H", "H", "H", "C", "C", "O", "H", "H", "H"], "positions_angstrom": [[-0.579, -0.108, -0.311], [-0.819, 1.659, -1.418], [-0.026, 1.416, -2.673], [1.326, 0.912, -2.232], [1.168, -0.281, -1.313], [1.264, -1.665, -1.929], [-0.105, -2.283, -2.087], [-0.806, -2.140, -0.764], [-1.790, 1.872, -1.650], [-0.464, 2.493, -0.944], [0.070, 2.330, -3.259], [-0.571, 0.684, -3.268], [1.820, 1.683, -1.638], [1.984, 0.662, -3.062], [1.951, -0.224, -0.663], [1.852, -2.264, -1.232], [1.815, -1.618, -2.868], [-0.021, -3.332, -2.371], [-0.712, -1.775, -2.834], [-0.380, -2.768, -0.077], [-1.776, -2.444, -0.845], [-0.896, 1.316, 6.714], [-0.812, 0.979, 5.330], [-0.745, 0.710, 4.249], [-0.786, 0.392, 7.297], [-1.876, 1.775, 6.899], [-0.087, 2.019, 6.948]], "forces_ev_per_a": [[-0.041, -0.097, -0.558], [0.085, 0.031, 0.060], [-0.039, -0.001, 0.021], [0.062, 0.008, 0.034], [-0.095, -0.013, -0.032], [0.074, -0.004, 0.042], [-0.029, -0.011, 0.022], [0.084, -0.009, 0.062], [-0.009, -0.020, 0.017], [0.002, 0.011, -0.022], [0.010, 0.019, 0.030], [0.005, 0.022, -0.029], [0.070, -0.011, -0.044], [-0.064, -0.047, -0.037], [-0.086, 0.031, 0.102], [0.054, 0.004, -0.043], [-0.059, 0.027, -0.033], [0.007, -0.006, 0.020], [0.003, -0.016, -0.012], [0.002, -0.016, -0.015], [-0.007, 0.020, 0.003], [-0.004, -0.007, 0.008], [0.001, -0.028, 0.045], [-0.026, 0.107, 0.366], [0.000, -0.001, -0.002], [0.001, 0.004, -0.004], [-0.002, 0.003, -0.003]]}